8
Properties=species:S:1:pos:R:3 method="wB97M-V/def2-TZVPD" gap_ev=11.753 energy_ha=-270.2630 spin_multiplicity=1 homo_ev=-10.8 de_lowest_ev=2.4403
C 0.406 -0.240 0.270
N -1.035 0.171 -0.161
O 1.308 0.687 -0.232
F -1.142 -0.447 -1.468
H 0.405 -0.171 1.400
H 0.704 -1.216 -0.032
H -1.537 -0.327 0.492
H 0.892 1.543 -0.270